[1]
Formula: C8H16Cl2OPt
Source: the Open Molecules 2025 dataset
Level of theory: ωB97M-V/def2-TZVPD

XYZ file:
```
28
Properties=species:S:1:pos:R:3:forces:R:3
Pt -1.10671 -0.63751 0.62201 -0.543 0.793 1.269
Cl -1.78375 1.39755 -0.33323 -0.609 1.502 -0.280
Cl -0.84462 -2.43883 2.08897 0.073 -1.147 0.793
C -1.14080 -1.65164 -1.01511 0.202 -2.067 -3.340
H -1.03907 -2.72886 -0.85178 -0.392 0.161 -0.378
H -1.80356 -1.32970 -1.81961 0.166 -0.396 -0.085
C 0.93538 -0.76869 0.04697 3.637 0.333 2.298
C 0.40774 -1.03085 -1.23710 -1.404 -0.073 -2.842
H 1.20810 -1.67363 0.60827 0.061 0.409 -0.238
C 0.44580 0.11023 -2.28544 -0.484 -0.058 0.257
H 0.89158 -1.90514 -1.70070 -0.225 -0.424 0.188
C 1.64099 1.03298 -2.07339 0.364 0.023 0.334
H 0.48326 -0.31948 -3.30293 -0.119 0.061 0.483
H -0.48307 0.68933 -2.19211 0.370 -0.163 -0.268
C 1.73824 1.57301 -0.63605 -0.035 -0.123 0.168
H 2.56214 0.46898 -2.28936 -0.090 0.175 -0.047
H 1.59033 1.87453 -2.77290 0.045 -0.185 0.013
C 1.78717 0.43013 0.40074 0.335 0.130 -0.183
H 2.64050 2.19511 -0.53026 -0.255 -0.183 -0.047
H 0.88517 2.22167 -0.41070 0.041 -0.094 -0.188
H 2.83259 0.09694 0.53139 -0.208 0.076 -0.094
H 1.47719 0.79752 1.39149 0.184 0.019 -0.181
C -2.42885 0.02392 3.19733 -0.047 0.076 0.514
O -1.34879 0.47574 2.34549 -0.879 1.623 1.447
H -1.95870 -0.57161 3.97921 -0.220 0.120 -0.007
H -3.11346 -0.61834 2.62945 0.069 0.374 0.225
H -2.92057 0.91006 3.61034 -0.061 -0.329 0.002
H -1.55423 1.37657 1.99901 0.026 -0.632 0.190
```
Forces are in eV/Å.

## Properties
Charge: 0
Spin multiplicity: 5
Calculated total energy in eV: -38888.4002
Lowest unoccupied orbital energy (spin up / spin down) in eV: 0.5 / -3.0
Relative energy (zero: lowest compared OMol25 entry of this formula, charge and spin) in kJ/mol: 30.6

---

[2]
Formula: C8H16Cl3FeGeNO12P2
Source: the Open Molecules 2025 dataset
Level of theory: ωB97M-V/def2-TZVPD

XYZ file:
```
44
Properties=species:S:1:pos:R:3:forces:R:3
Fe 0.23458 -0.24508 -0.11353 -1.695 0.409 0.703
O -1.52918 -0.84538 1.24234 0.629 -0.117 0.256
C -2.28111 -1.88407 0.65072 -0.111 -0.101 -0.130
C -2.76601 -1.35782 -0.68223 -0.126 -0.118 0.056
N -1.63140 -1.00643 -1.53194 0.604 0.345 0.570
C -1.86140 0.19433 -2.31918 -0.202 0.404 -0.019
C -1.89842 1.42821 -1.39792 -0.548 -0.569 -0.771
O -2.80104 2.23648 -1.50728 0.311 0.067 0.140
O -0.91206 1.46946 -0.57592 1.481 -0.235 0.556
C -1.06990 -2.09836 -2.30288 0.284 -0.121 -0.012
C 0.45591 -1.96982 -2.35498 -0.595 0.514 0.002
O 1.10948 -2.95777 -2.72987 -0.520 0.018 -0.927
O 0.92746 -0.85398 -1.99087 0.436 0.075 0.578
H -0.91446 -1.21620 1.92683 -0.068 0.055 0.005
H -3.13071 -2.14756 1.28793 -0.024 0.002 -0.034
H -1.65064 -2.76119 0.49251 -0.094 -0.042 0.098
H -3.35208 -0.45488 -0.50369 -0.028 -0.003 -0.040
H -3.40977 -2.10604 -1.16164 -0.059 0.085 -0.057
H -2.79788 0.15054 -2.88831 0.036 -0.073 0.001
H -1.02252 0.32885 -3.00264 -0.019 -0.048 -0.019
H -1.44969 -2.11716 -3.33176 -0.081 -0.045 0.017
H -1.29313 -3.05646 -1.83580 -0.032 0.025 -0.006
C 3.32182 -3.46264 2.69101 0.044 0.020 -0.147
C 2.89460 -2.47612 1.61583 -0.288 0.262 -0.060
O 4.03631 -1.91740 0.98551 0.074 -0.031 0.195
P 1.79338 -3.21630 0.33006 0.761 -0.595 -0.724
O 2.63086 -3.36436 -0.96711 0.687 -0.337 1.938
O 1.45844 -4.72526 0.77398 -0.179 0.145 0.190
O 0.51025 -2.47037 0.15054 -0.198 1.041 0.172
P 1.87860 -1.12002 2.33700 -0.237 -0.081 0.116
O 2.84224 -0.64018 3.50600 -0.018 0.483 0.053
O 0.55340 -1.58644 2.83848 0.050 -0.100 -0.002
O 1.87376 -0.05675 1.22680 -0.325 0.001 -1.122
H 3.79182 -4.34076 2.24967 0.010 -0.019 0.030
H 2.45469 -3.76669 3.27773 0.043 -0.078 0.018
H 4.02967 -2.95612 3.34452 -0.001 -0.022 0.020
H 3.79244 -1.03523 0.66656 -0.018 -0.062 -0.072
H 2.06609 -3.20266 -1.80323 -0.106 0.125 -0.683
H 0.70476 -4.74112 1.38259 0.137 -0.002 -0.083
H 2.53030 0.22971 3.83522 0.069 -0.209 -0.046
Cl 0.91393 1.95643 3.78339 -0.207 -0.229 -0.479
Ge -0.06584 1.84796 1.67984 -0.262 -0.011 -0.134
Cl -2.03225 2.72222 2.27554 0.598 -0.379 -0.235
Cl 1.05316 3.55222 0.81997 -0.215 -0.445 0.088
```
Forces are in eV/Å.

## Properties
Charge: -1
Spin multiplicity: 2
Calculated total energy in eV: -181675.5575
Lowest unoccupied orbital energy (spin up / spin down) in eV: 0.4 / 0.6
Relative energy (zero: lowest compared OMol25 entry of this formula, charge and spin) in kJ/mol: 143.7

---

[3]
Formula: C8H16Cl3FeGeNO12P2
Source: the Open Molecules 2025 dataset
Level of theory: ωB97M-V/def2-TZVPD

XYZ file:
```
44
Properties=species:S:1:pos:R:3:forces:R:3
Fe 0.69586 -0.27634 -0.28580 -0.250 0.246 0.482
O -0.07258 -2.54221 -0.37836 0.260 -0.250 -0.215
C -0.38675 -3.16493 0.86059 0.028 0.152 -0.029
C 0.89998 -3.09137 1.64688 -0.014 -0.056 0.018
N 1.28060 -1.69326 1.79159 0.154 0.102 -0.219
C 0.62198 -0.99634 2.87941 0.080 0.152 0.000
C 0.66340 0.51016 2.59449 -0.040 -0.170 -0.056
O 0.78062 1.31174 3.49554 -0.114 0.004 0.121
O 0.53737 0.80407 1.33823 0.149 0.019 -0.072
C 2.73036 -1.48926 1.78159 0.005 -0.078 -0.113
C 3.25784 -1.44184 0.33712 -0.041 -0.014 0.302
O 4.25250 -2.03867 -0.00068 0.041 0.018 0.075
O 2.54685 -0.66572 -0.43432 -0.270 -0.016 -0.182
H -0.87526 -2.41645 -0.89770 -0.005 0.102 -0.008
H -0.70216 -4.20143 0.70814 0.045 0.039 -0.014
H -1.19332 -2.61103 1.35090 -0.007 -0.064 0.047
H 1.68034 -3.59311 1.07114 -0.033 -0.042 0.006
H 0.80500 -3.60526 2.61316 0.021 0.056 0.004
H 1.07607 -1.19432 3.85729 -0.005 -0.022 -0.035
H -0.42892 -1.29326 2.91338 0.003 0.017 0.027
H 3.26651 -2.25583 2.34931 -0.023 -0.003 -0.014
H 2.94562 -0.51531 2.22639 0.029 -0.003 -0.006
C -2.09463 2.62770 0.97953 -0.045 -0.084 0.056
C -1.95467 2.35693 -0.50582 0.127 -0.136 -0.094
O -2.99864 3.05116 -1.20560 -0.100 0.126 0.007
P -2.26802 0.61256 -0.93890 -0.068 0.023 0.200
O -2.19204 0.45399 -2.50230 0.043 0.056 -0.076
O -3.81719 0.43443 -0.63670 0.030 -0.039 0.017
O -1.48169 -0.43062 -0.19894 0.060 0.271 -0.138
P -0.26159 2.81815 -1.11295 0.043 0.006 0.196
O -0.70644 3.23343 -2.60357 0.281 -0.076 -0.311
O 0.33209 3.92315 -0.35574 -0.068 -0.030 -0.033
O 0.46557 1.46741 -1.22980 0.069 -0.214 -0.081
H -3.06261 2.28340 1.34968 -0.013 0.016 0.002
H -2.00729 3.70204 1.13057 0.012 0.012 -0.004
H -1.29492 2.14158 1.53384 -0.009 0.008 0.009
H -2.63031 3.32259 -2.06099 -0.006 -0.062 -0.016
H -1.29758 0.21969 -2.83467 0.037 -0.027 0.033
H -4.26751 1.26726 -0.84963 -0.049 0.038 -0.030
H -0.15579 2.85209 -3.31963 -0.049 -0.012 0.134
Cl 0.59408 -0.99051 -2.80477 -0.125 -0.174 -0.074
Ge 2.51111 0.40036 -3.55370 -0.030 -0.020 -0.047
Cl 1.13083 1.72427 -4.86622 -0.123 0.099 0.059
Cl 3.07531 -1.01107 -5.23198 -0.030 0.030 0.074
```
Forces are in eV/Å.

## Properties
Charge: -1
Spin multiplicity: 6
Calculated total energy in eV: -181678.4668
Lowest unoccupied orbital energy (spin up / spin down) in eV: 2.4 / 1.1
Relative energy (zero: lowest compared OMol25 entry of this formula, charge and spin) in kJ/mol: 43.6